Below is an isolated molecule of C14H22N6 at a distorted geometry, with properties calculated with ωB97M-V with the def2-TZVPD basis set.

Cartesian coordinates (Å):
N (1.769, -2.885, 0.887)
C (1.603, -2.377, -0.502)
C (2.814, -1.644, -1.075)
C (2.753, -0.111, -1.008)
C (2.712, 0.430, 0.437)
C (1.852, 1.649, 0.702)
C (2.416, 2.730, 1.345)
C (1.673, 3.883, 1.646)
C (0.352, 3.944, 1.298)
C (-0.274, 2.864, 0.650)
N (-1.601, 2.967, 0.325)
C (-2.116, 1.919, -0.235)
C (-1.393, 0.729, -0.498)
C (-2.064, -0.454, -1.141)
C (-3.021, -1.248, -0.247)
N (-4.070, -0.400, 0.269)
N (-2.325, -1.860, 0.864)
N (-3.642, -2.358, -1.038)
N (-0.129, 0.624, -0.211)
C (0.474, 1.712, 0.363)
H (1.151, -2.348, 1.487)
H (2.693, -2.639, 1.221)
H (0.723, -1.751, -0.570)
H (1.422, -3.253, -1.124)
H (3.734, -1.969, -0.590)
H (2.897, -1.915, -2.125)
H (1.952, 0.280, -1.619)
H (3.683, 0.242, -1.448)
H (3.727, 0.716, 0.689)
H (2.432, -0.333, 1.157)
H (3.458, 2.708, 1.623)
H (2.107, 4.731, 2.148)
H (-0.238, 4.816, 1.525)
H (-3.155, 1.963, -0.513)
H (-2.632, -0.105, -2.003)
H (-1.283, -1.113, -1.501)
H (-4.711, -0.940, 0.831)
H (-4.573, 0.068, -0.473)
H (-2.526, -2.847, 0.894)
H (-1.331, -1.690, 0.842)
H (-4.355, -1.948, -1.628)
H (-2.959, -2.786, -1.655)

Atoms 1-3, force components in eV/Å:
N -0.224 0.731 -0.097
C 0.403 -0.782 0.211
C -0.412 0.609 -0.197

Calculated values
SMILES string = NCCCCc1cccc2ncc(CC(N)(N)N)nc12
energy = -23816.02982 eV
max |F| = 1.1 eV/A

***

Below is an isolated molecule of C9H11NO2S at a distorted geometry, with properties calculated with ωB97M-V with the def2-TZVPD basis set.

Cartesian coordinates (Å):
C (2.915, -1.693, 0.795)
C (1.473, -1.709, 0.779)
C (3.577, -2.274, -0.151)
C (1.165, -2.796, -0.225)
C (0.033, -3.160, -0.682)
C (-0.194, -0.278, 0.307)
C (-1.970, 1.118, -0.788)
C (0.417, 1.544, -1.157)
C (-0.605, 0.767, -0.406)
N (-1.024, -1.147, 1.053)
O (-0.933, -3.524, -1.173)
O (1.139, -0.428, 0.400)
S (2.639, -3.355, -1.204)
H (3.548, -0.965, 1.359)
H (1.046, -1.922, 1.760)
H (4.612, -2.434, -0.123)
H (-2.137, 2.226, -0.505)
H (-2.081, 0.948, -1.870)
H (-2.561, 0.588, -0.054)
H (1.033, 2.211, -0.569)
H (0.071, 2.122, -2.091)
H (1.206, 0.820, -1.415)
H (-1.999, -0.960, 0.662)
H (-1.119, -1.037, 2.168)

Atoms 1-3, force components in eV/Å:
C 2.491 2.265 1.653
C 0.300 -1.516 0.623
C -0.395 -2.667 -1.263

Calculated values
SMILES string = CC(C)=C(N)O[C@@H]1C=CSC1=C=O
ΔE to the lowest compared entry with this formula, charge and spin = 4.425 eV
energy = -25927.85163 eV
max |F| = 3.8 eV/A

***

Below is a structure of composition C38H93NO28P7Zr at a distorted geometry, with properties calculated with ωB97M-V with the def2-TZVPD basis set.

Cartesian coordinates (Å):
Zr (0.761, 0.143, -0.481)
P (2.738, -0.067, -1.980)
O (3.883, -0.215, -2.995)
O (1.331, -0.708, -2.219)
O (1.947, 1.254, -1.643)
O (2.742, -0.534, -0.542)
C (4.868, -2.871, -1.898)
C (5.199, -4.142, -1.518)
N (5.444, -5.258, -1.282)
H (4.000, -2.965, -2.551)
H (5.558, -2.194, -2.402)
H (4.729, -2.384, -0.933)
C (1.090, -6.790, 1.321)
C (0.372, -5.472, 1.705)
O (1.097, -4.355, 1.103)
P (1.254, -2.892, 1.838)
O (0.969, -1.701, 0.956)
O (0.261, -3.102, 3.174)
C (0.772, -3.675, 4.420)
C (-0.183, -4.426, 5.312)
O (2.710, -2.917, 2.611)
C (4.034, -3.079, 2.151)
C (4.241, -4.483, 1.828)
H (0.296, -7.532, 1.411)
H (1.339, -6.902, 0.266)
H (1.908, -7.030, 2.000)
H (-0.689, -5.262, 1.573)
H (0.507, -5.543, 2.785)
H (1.535, -4.441, 4.281)
H (1.513, -2.961, 4.778)
H (-0.868, -5.117, 4.821)
H (0.242, -5.036, 6.109)
H (-0.667, -3.678, 5.940)
H (4.100, -2.511, 1.223)
H (4.744, -2.623, 2.841)
H (4.003, -5.126, 2.675)
H (3.596, -4.864, 1.037)
H (5.241, -4.738, 1.476)
C (-2.744, -3.469, 2.419)
C (-3.413, -2.098, 2.610)
O (-2.419, -1.024, 2.703)
P (-2.379, 0.220, 1.609)
O (-1.034, 0.313, 0.899)
O (-3.641, -0.077, 0.616)
C (-3.998, 0.778, -0.527)
C (-5.593, 1.024, -0.399)
O (-2.905, 1.421, 2.568)
C (-4.102, 1.464, 3.272)
C (-4.057, 0.843, 4.674)
H (-3.545, -4.208, 2.433)
H (-2.240, -3.511, 1.454)
H (-1.948, -3.621, 3.148)
H (-4.120, -2.111, 1.780)
H (-4.040, -2.042, 3.499)
H (-3.539, 1.766, -0.564)
H (-3.735, 0.239, -1.437)
H (-6.018, 0.022, -0.462)
H (-5.821, 1.466, 0.571)
H (-6.130, 1.630, -1.129)
H (-4.366, 2.520, 3.204)
H (-4.849, 0.936, 2.679)
H (-3.441, 1.409, 5.373)
H (-4.948, 0.940, 5.294)
H (-3.738, -0.199, 4.653)
C (-2.352, 5.530, -3.623)
C (-1.494, 4.338, -3.960)
O (-1.354, 3.421, -2.811)
P (-1.403, 1.774, -3.024)
O (-0.908, 0.940, -1.851)
O (-0.778, 1.434, -4.444)
C (0.589, 1.808, -4.770)
C (0.529, 2.377, -6.170)
O (-3.014, 1.641, -3.332)
C (-3.634, 1.006, -4.426)
C (-5.176, 1.048, -4.364)
H (-2.233, 6.373, -4.302)
H (-3.360, 5.129, -3.518)
H (-2.062, 5.926, -2.650)
H (-1.732, 3.814, -4.886)
H (-0.458, 4.558, -4.220)
H (0.975, 2.554, -4.075)
H (1.322, 1.026, -4.965)
H (-0.382, 2.966, -6.280)
H (1.291, 3.078, -6.509)
H (0.364, 1.526, -6.831)
H (-3.300, 1.351, -5.405)
H (-3.363, -0.045, -4.332)
H (-5.495, 2.049, -4.655)
H (-5.402, 0.365, -5.183)
H (-5.652, 0.654, -3.466)
C (1.464, 6.075, -2.624)
C (1.450, 4.815, -1.684)
O (0.752, 5.052, -0.460)
P (0.207, 3.787, 0.489)
O (0.527, 2.410, -0.050)
O (0.861, 3.993, 1.996)
C (0.782, 5.229, 2.611)
C (1.134, 4.945, 4.040)
O (-1.387, 4.007, 0.778)
C (-2.061, 5.138, 0.367)
C (-3.086, 5.583, 1.439)
H (1.909, 6.116, -3.618)
H (0.414, 6.367, -2.650)
H (1.894, 6.844, -1.982)
H (1.003, 3.959, -2.189)
H (2.505, 4.556, -1.600)
H (1.384, 5.917, 2.018)
H (-0.195, 5.712, 2.614)
H (0.307, 4.396, 4.491)
H (1.963, 4.241, 4.099)
H (1.309, 5.884, 4.565)
H (-1.324, 5.941, 0.368)
H (-2.531, 4.860, -0.577)
H (-2.521, 5.724, 2.361)
H (-3.490, 6.532, 1.085)
H (-3.904, 4.916, 1.709)
C (1.643, -5.166, -2.893)
C (1.133, -3.838, -2.279)
O (-0.273, -3.964, -2.029)
P (-1.259, -2.681, -1.930)
O (-0.807, -1.471, -1.073)
O (-1.588, -2.175, -3.503)
C (-1.037, -2.862, -4.637)
C (0.062, -1.987, -5.325)
O (-2.641, -3.301, -1.421)
C (-3.496, -4.321, -1.986)
C (-3.779, -4.348, -3.511)
H (1.221, -6.047, -2.409)
H (1.386, -5.226, -3.951)
H (2.711, -5.240, -2.688)
H (1.552, -3.719, -1.280)
H (1.281, -3.136, -3.099)
H (-0.593, -3.803, -4.312)
H (-1.864, -3.056, -5.321)
H (0.540, -2.601, -6.088)
H (-0.522, -1.215, -5.826)
H (0.825, -1.450, -4.761)
H (-3.054, -5.257, -1.646)
H (-4.411, -4.300, -1.394)
H (-4.687, -4.935, -3.652)
H (-4.041, -3.314, -3.734)
H (-2.918, -4.659, -4.103)
C (5.867, 3.115, 1.034)
C (4.383, 2.535, 0.835)
O (3.683, 2.389, 2.056)
P (2.703, 1.164, 2.466)
O (1.646, 0.721, 1.568)
O (3.695, 0.011, 2.944)
C (4.856, 0.349, 3.702)
C (4.454, -0.095, 5.106)
O (2.094, 1.710, 3.868)
C (1.097, 0.980, 4.487)
C (-0.212, 1.709, 4.108)
H (5.937, 3.967, 1.711)
H (6.513, 2.260, 1.232)
H (6.243, 3.672, 0.176)
H (3.636, 3.093, 0.270)
H (4.564, 1.557, 0.389)
H (5.698, -0.230, 3.320)
H (5.104, 1.401, 3.841)
H (4.426, 0.731, 5.816)
H (3.598, -0.761, 5.214)
H (5.199, -0.843, 5.378)
H (1.014, -0.044, 4.123)
H (1.391, 1.101, 5.530)
H (-0.287, 1.768, 3.022)
H (-1.037, 1.060, 4.400)
H (-0.384, 2.681, 4.571)

Atoms 1-3, force components in eV/Å:
Zr -1.641 -0.257 1.138
P 1.131 0.157 -3.720
O -2.604 0.548 2.596

Calculated values
energy = -166050.14442 eV
max |F| = 6.0 eV/A
charge = +1

***

Below is a structure of composition C23H26Br63FNO6PS at a distorted geometry, with properties calculated with ωB97M-V with the def2-TZVPD basis set.

Cartesian coordinates (Å):
O (-2.835, 0.310, 0.770)
C (-1.654, 0.076, 0.650)
C (-1.025, -0.155, -0.703)
N (0.439, 0.111, -0.803)
P (0.731, 1.799, -0.949)
O (-0.300, 2.600, -0.259)
O (0.780, 1.985, -2.521)
O (2.244, 1.947, -0.488)
S (1.339, -0.820, 0.234)
O (0.741, -2.125, 0.286)
O (1.741, -0.105, 1.412)
F (2.619, -0.905, -0.664)
H (-1.002, -0.003, 1.544)
H (-1.220, -1.189, -1.029)
H (-1.540, 0.511, -1.411)
H (1.401, 1.390, -2.975)
H (2.302, 2.513, 0.306)
C (-1.328, 6.548, 0.207)
Br (-2.258, 5.540, -1.133)
Br (0.481, 5.935, 0.373)
Br (-1.404, 8.444, -0.125)
H (-1.823, 6.367, 1.154)
C (-0.157, 2.680, 4.625)
Br (-0.626, 0.950, 5.315)
Br (0.751, 2.438, 2.947)
Br (-1.704, 3.802, 4.441)
H (0.522, 3.165, 5.312)
C (-1.453, 7.365, -4.163)
Br (-1.410, 9.034, -5.108)
Br (-2.838, 6.216, -4.839)
Br (0.259, 6.491, -4.190)
H (-1.685, 7.578, -3.127)
C (4.786, 5.776, -0.730)
Br (4.135, 4.569, 0.623)
Br (5.577, 4.784, -2.168)
Br (3.389, 6.893, -1.398)
H (5.542, 6.411, -0.288)
C (5.448, 8.113, -5.215)
Br (6.713, 6.668, -5.088)
Br (5.885, 9.321, -6.645)
Br (3.671, 7.400, -5.346)
H (5.487, 8.675, -4.292)
C (-3.447, -1.830, 5.110)
Br (-2.928, -1.510, 3.288)
Br (-4.648, -3.321, 5.289)
Br (-1.905, -2.043, 6.242)
H (-3.973, -0.947, 5.447)
C (5.618, 1.163, 1.314)
Br (5.772, 0.826, -0.572)
Br (3.775, 1.309, 1.844)
Br (6.545, -0.153, 2.359)
H (6.083, 2.122, 1.506)
C (-5.688, 3.675, -1.332)
Br (-5.828, 3.347, -3.224)
Br (-7.411, 3.628, -0.478)
Br (-4.450, 2.472, -0.502)
H (-5.303, 4.680, -1.214)
C (-1.940, -5.029, 0.680)
Br (-1.164, -3.326, 0.243)
Br (-0.700, -6.469, 0.405)
Br (-2.640, -5.080, 2.474)
H (-2.776, -5.185, 0.012)
C (-2.813, -8.191, 4.171)
Br (-4.533, -7.440, 4.571)
Br (-2.268, -9.394, 5.571)
Br (-2.759, -9.043, 2.454)
H (-2.105, -7.372, 4.138)
C (-2.992, 11.089, -8.594)
Br (-2.563, 10.028, -10.133)
Br (-4.109, 10.129, -7.367)
Br (-1.405, 11.754, -7.728)
H (-3.549, 11.948, -8.939)
C (-4.258, -2.662, -3.080)
Br (-2.972, -4.079, -2.892)
Br (-4.263, -1.520, -1.537)
Br (-3.966, -1.655, -4.690)
H (-5.236, -3.119, -3.157)
C (0.081, -9.346, 8.220)
Br (0.224, -11.243, 8.517)
Br (-0.768, -8.460, 9.690)
Br (1.779, -8.588, 7.748)
H (-0.561, -9.206, 7.364)
C (-6.610, 8.018, -10.766)
Br (-6.048, 9.019, -12.307)
Br (-5.223, 6.859, -10.116)
Br (-7.246, 9.183, -9.371)
H (-7.437, 7.393, -11.073)
C (-5.057, 13.770, -12.334)
Br (-4.413, 12.847, -13.891)
Br (-6.092, 12.598, -11.216)
Br (-3.618, 14.597, -11.360)
H (-5.712, 14.562, -12.673)
C (4.756, 3.565, -5.941)
Br (4.791, 2.948, -7.756)
Br (3.038, 3.277, -5.127)
Br (6.173, 2.790, -4.897)
H (4.921, 4.636, -5.955)
C (1.057, -11.144, 2.152)
Br (2.356, -12.527, 1.857)
Br (0.654, -10.919, 4.015)
Br (1.604, -9.477, 1.367)
H (0.142, -11.447, 1.660)
C (4.551, -7.145, 5.655)
Br (3.421, -7.415, 4.125)
Br (6.311, -7.850, 5.363)
Br (4.596, -5.300, 6.188)
H (4.118, -7.704, 6.474)
C (8.594, -9.132, 1.713)
Br (8.068, -10.802, 2.505)
Br (7.081, -7.988, 1.429)
Br (9.945, -8.255, 2.764)
H (9.027, -9.352, 0.747)
C (-4.746, -6.621, 10.126)
Br (-4.154, -7.134, 8.373)
Br (-6.633, -6.265, 10.160)
Br (-4.246, -7.921, 11.454)
H (-4.240, -5.699, 10.381)
C (4.239, -11.521, 9.399)
Br (5.066, -10.014, 8.543)
Br (5.203, -13.145, 9.050)
Br (4.006, -11.219, 11.280)
H (3.252, -11.628, 8.967)

Atoms 1-3, force components in eV/Å:
O 0.749 -0.240 -0.180
C -0.537 0.272 0.337
C -0.242 -0.113 -0.955

Calculated values
energy = -4473560.69625 eV
max |F| = 3.8 eV/A